(1)
DFT (the ωB97M-V functional and the def2-TZVPD basis) results for a molecular structure, C4H11ClI2O2PRe in a non-equilibrium geometry.

Structure (XYZ):
```
22
Properties=species:S:1:pos:R:3:lowdin_spin:R:1
I -0.203 -2.730 1.563 0.85
I -0.203 2.731 1.602 0.86
Re -0.047 0.002 1.577 0.74
P 0.101 0.003 -0.801 0.00
C -1.516 -0.014 -1.650 0.00
C 0.989 1.431 -1.507 0.01
H 1.942 -1.531 -0.942 0.00
H 1.224 -1.222 -2.557 0.00
H 0.420 -2.326 -1.393 0.00
C 1.010 -1.414 -1.500 0.01
H 1.931 1.548 -0.965 0.00
H 1.184 1.249 -2.569 0.00
H -1.387 -0.015 -2.736 0.00
H -2.086 0.871 -1.352 0.00
H 0.398 2.340 -1.380 0.00
H -2.066 -0.909 -1.347 0.00
C -1.896 0.000 1.637 0.08
O -3.050 0.000 1.675 0.09
Cl 2.361 0.014 1.500 0.31
O -0.067 -0.006 3.537 0.03
H 0.488 0.768 3.806 0.00
H 0.474 -0.792 3.800 0.00
```

Frontier orbital gap (spin up / spin down) = 5.781 / 5.246 eV
Net charge = +3
Energy above the lowest of the compared OMol25 structures with the same formula, charge and spin = 0.00 kJ/mol
Electronic energy = -48529.6100 eV
Molar mass = 597.6 g mol⁻¹
Multiplicity = 4

(2)
DFT (the ωB97M-V functional and the def2-TZVPD basis) results for 3 unconnected molecules or ions with the total composition C39H42F11IN3O9PS4 in a non-equilibrium geometry.

Structure (XYZ):
```
110
Properties=species:S:1:pos:R:3:lowdin_charge:R:1
N -1.011 5.885 0.052 0.13
C -0.774 4.749 -0.463 -0.20
C -0.444 3.511 0.372 -0.13
C 0.884 2.727 0.145 -0.35
C 2.138 3.585 0.454 -0.18
S 2.059 5.049 1.540 0.68
O 1.969 6.219 0.721 -0.32
O 3.287 5.062 2.289 -0.34
C 0.694 1.376 0.960 -0.33
C 0.082 1.532 2.381 -0.11
C 0.876 1.950 3.605 -0.21
C 2.081 2.587 3.708 -0.09
C 2.671 2.926 4.902 -0.06
C 2.041 2.629 6.074 -0.07
C 0.822 1.972 6.006 -0.08
C 0.251 1.657 4.815 -0.07
S 2.152 0.286 1.076 0.81
O 3.370 0.871 1.565 -0.24
O 2.419 -0.242 -0.231 -0.25
C 1.904 -1.259 2.111 -0.41
F 0.645 -1.544 2.531 0.11
F 2.252 -2.305 1.351 0.12
C 2.847 -1.385 3.354 -0.36
F 4.096 -1.602 2.934 0.17
F 2.871 -0.282 4.124 0.16
C 2.475 -2.578 4.316 -0.33
F 1.938 -3.648 3.721 0.17
F 3.645 -2.993 4.846 0.16
C 1.599 -2.173 5.555 -0.54
F 1.043 -3.303 6.028 0.17
F 0.609 -1.332 5.260 0.17
F 2.346 -1.692 6.539 0.19
C -0.366 0.426 0.258 -0.17
C -0.627 0.482 -1.267 -0.58
C -0.152 -0.828 -1.986 -0.19
C 0.372 -0.614 -3.425 -0.16
C -0.731 -0.331 -4.464 -0.20
C -1.702 -1.499 -4.681 -0.20
C -1.076 -2.708 -5.430 -0.18
C -1.168 -4.041 -4.611 -0.23
C 0.124 -4.174 -3.798 -0.49
S 0.378 -5.840 -3.102 0.99
C 1.841 -5.535 -2.167 -0.69
N 2.910 -6.221 -2.093 0.07
N 3.742 -5.497 -1.243 0.06
C 3.128 -4.455 -0.886 -0.18
O 1.873 -4.395 -1.435 0.01
P -2.510 0.378 -1.549 0.64
O -3.062 1.803 -0.935 -0.35
I -3.318 -1.463 -0.089 0.46
O -0.246 1.607 -2.059 -0.21
S 1.047 2.430 -1.664 0.66
O 0.954 3.673 -2.368 -0.23
O 2.315 1.857 -1.984 -0.21
H -0.891 5.861 1.070 0.05
H -0.932 4.720 -1.539 0.11
H -0.564 3.833 1.409 0.10
H -1.300 2.837 0.225 0.11
H 2.466 4.061 -0.480 0.11
H 3.029 3.056 0.797 0.10
H 1.051 4.938 2.452 0.09
H -0.851 2.102 2.399 0.13
H -0.319 0.539 2.630 0.11
H 2.639 2.809 2.810 0.07
H 3.634 3.422 4.922 0.12
H 2.469 2.849 7.044 0.11
H 0.303 1.693 6.918 0.11
H -0.718 1.161 4.841 0.12
H -1.313 0.577 0.783 0.06
H -0.121 -0.616 0.473 0.10
H -1.007 -1.509 -2.117 0.04
H 0.559 -1.384 -1.373 0.11
H 0.787 -1.591 -3.701 0.10
H 1.208 0.083 -3.472 0.11
H -0.246 -0.057 -5.406 0.12
H -1.314 0.543 -4.152 0.08
H -2.498 -1.119 -5.334 0.11
H -2.222 -1.814 -3.771 0.08
H -1.503 -2.844 -6.425 0.11
H -0.011 -2.492 -5.575 0.10
H -1.362 -4.896 -5.261 0.10
H -1.992 -3.891 -3.908 0.10
H 0.067 -3.461 -2.973 0.06
H 1.004 -3.935 -4.400 0.09
H 3.453 -3.644 -0.257 0.12
H -4.018 1.857 -1.073 0.06
F 0.726 -8.702 -2.034 0.03
C -0.342 -9.517 -2.021 -0.29
C -0.155 -10.875 -2.190 -0.01
C -1.260 -11.714 -2.172 -0.08
C -2.532 -11.188 -1.995 -0.10
C -2.701 -9.820 -1.831 -0.09
C -1.600 -8.976 -1.839 -0.02
H 0.844 -11.265 -2.334 0.12
H -1.127 -12.781 -2.296 0.10
H -3.392 -11.845 -1.986 0.10
H -3.693 -9.408 -1.698 0.10
H -1.709 -7.907 -1.704 0.10
F -5.157 8.031 1.408 0.05
C -4.248 8.894 0.906 -0.29
C -2.997 8.426 0.560 -0.03
C -2.065 9.311 0.040 -0.08
C -2.393 10.652 -0.117 -0.10
C -3.655 11.106 0.241 -0.09
C -4.595 10.221 0.753 -0.03
H -2.756 7.382 0.695 0.08
H -1.084 8.952 -0.241 0.10
H -1.663 11.342 -0.519 0.10
H -3.910 12.151 0.123 0.10
H -5.586 10.554 1.030 0.11
```

Frontier orbital gap = 8.384 eV
Net charge = 0
Electronic energy = -154639.1378 eV
Molar mass = 1191.9 g mol⁻¹

(3)
DFT (the ωB97M-V functional and the def2-TZVPD basis) results for C6H9FO3 in the gas phase in a non-equilibrium geometry.

Structure (XYZ):
```
19
Properties=species:S:1:pos:R:3:lowdin_charge:R:1
C -0.728 -1.635 2.010 -0.52
C -0.627 -1.813 -0.292 -0.11
C 0.251 -0.652 -0.012 -0.30
C 0.559 1.779 0.555 -0.06
C 0.313 1.121 -1.743 -0.03
C -0.160 0.770 -0.308 -0.33
O -1.127 -1.938 3.106 0.14
O -1.358 -2.151 0.846 0.03
O 0.345 -0.881 1.685 0.09
F 1.552 -0.850 -0.328 0.09
H -1.401 -1.412 -1.060 0.18
H 0.010 -2.663 -0.565 0.15
H 1.579 1.411 0.602 0.09
H 0.276 1.736 1.633 0.09
H 0.160 2.760 0.198 0.11
H 0.285 2.175 -1.914 0.08
H -0.073 0.605 -2.504 0.04
H 1.409 0.967 -1.623 0.10
H -1.266 0.670 -0.284 0.16
```

Frontier orbital gap = 11.466 eV
Net charge = 0
Energy above the lowest of the compared OMol25 structures with the same formula, charge and spin = 110.38 kJ/mol
Electronic energy = -15226.7417 eV
Molar mass = 148.1 g mol⁻¹

The lowest molar mass belongs to which entry? C6H9FO3